1.
{"formula": "C46H40BrIN6O8SW", "method": "ωB97M-V/def2-TZVPD", "symbols": ["W", "C", "C", "N", "C", "C", "C", "O", "C", "C", "N", "C", "C", "C", "C", "C", "C", "I", "C", "O", "H", "H", "H", "H", "H", "H", "H", "H", "H", "H", "H", "H", "O", "C", "C", "C", "N", "C", "Br", "C", "H", "H", "H", "H", "O", "S", "O", "O", "O", "C", "C", "C", "C", "C", "C", "C", "C", "C", "C", "C", "C", "C", "C", "H", "H", "H", "H", "H", "H", "H", "H", "H", "H", "H", "C", "C", "C", "C", "C", "N", "C", "O", "N", "C", "C", "C", "C", "N", "C", "C", "C", "H", "H", "H", "H", "H", "H", "H", "H", "H", "H", "H", "H", "H"], "xyz": [[-0.2584, -0.7517, -0.8391], [-1.4821, -0.2451, -5.2127], [-0.8526, 0.9486, -4.5713], [-0.4745, 1.9336, -5.3784], [0.1121, 3.0040, -4.8569], [0.2942, 3.2253, -3.5105], [1.0703, 4.4348, -3.0525], [2.0418, 4.8662, -3.9782], [-0.1616, 2.2234, -2.5969], [-0.1713, 2.4386, -1.2129], [-0.2746, 1.5352, -0.1610], [0.1749, 2.1819, 1.0192], [1.3368, 2.9761, 1.0292], [1.8027, 3.5777, 2.1798], [1.1176, 3.4302, 3.3773], [-0.0691, 2.7225, 3.3899], [-0.5293, 2.1444, 2.2215], [-2.3984, 1.1847, 2.1901], [-0.6654, 1.0239, -3.1863], [-0.9664, 0.0141, -2.3411], [-1.3720, -0.1640, -6.2905], [-2.5406, -0.2871, -4.9603], [-1.0228, -1.1607, -4.8439], [0.4445, 3.7372, -5.5796], [1.5544, 4.2180, -2.0889], [0.4044, 5.2919, -2.9143], [2.5159, 4.0936, -4.3089], [-0.0825, 3.4721, -0.8985], [1.8906, 3.0932, 0.1106], [2.7122, 4.1588, 2.1455], [1.4901, 3.8753, 4.2847], [-0.6454, 2.6124, 4.2938], [5.4114, -3.3528, 2.6231], [4.3856, -2.8099, 1.9554], [4.2222, -2.9125, 0.5689], [3.1320, -2.3288, -0.0334], [2.1845, -1.6683, 0.6406], [2.3646, -1.5837, 1.9533], [1.0022, -0.5924, 2.7895], [3.4089, -2.1149, 2.6704], [6.0198, -3.8057, 2.0238], [4.9490, -3.4373, -0.0314], [2.9816, -2.3945, -1.1024], [3.4894, -1.9926, 3.7359], [-0.0671, -2.3702, -3.5282], [-0.4721, -2.9425, -2.2713], [-0.5687, -4.3591, -2.2044], [0.5738, -2.4046, -1.2697], [-1.6656, -2.2233, -1.7429], [-2.7626, -6.8087, 1.1956], [-3.0693, -5.9150, 0.1831], [-2.4923, -4.6605, 0.1552], [-1.5780, -4.2855, 1.1399], [-1.2621, -5.1996, 2.1466], [-1.8657, -6.4438, 2.1860], [-0.8636, -2.9983, 1.0511], [-1.3519, -1.7651, 0.7355], [-2.8353, -1.6372, 0.6964], [-3.6683, -2.2420, 1.6412], [-5.0324, -2.0176, 1.6348], [-5.6061, -1.2032, 0.6735], [-4.7957, -0.5704, -0.2579], [-3.4257, -0.7522, -0.2213], [-3.2230, -7.7848, 1.2191], [-3.7579, -6.1978, -0.5973], [-2.7113, -3.9775, -0.6498], [-0.5477, -4.9235, 2.9124], [-1.6281, -7.1365, 2.9818], [0.2078, -3.1226, 1.2402], [-3.2366, -2.8751, 2.4010], [-5.6519, -2.4729, 2.3933], [-6.6717, -1.0286, 0.6704], [-5.2306, 0.0942, -0.9909], [-2.7819, -0.1655, -0.9051], [4.4253, 7.9672, 2.5329], [4.8353, 6.5485, 2.2943], [5.1759, 6.0857, 1.0321], [5.4762, 4.7519, 0.8057], [5.4179, 3.8352, 1.8496], [5.5979, 2.4461, 1.6936], [4.8555, 1.5831, 0.9103], [4.6417, 0.4447, 1.2862], [4.4397, 2.0685, -0.2934], [3.6031, 1.3394, -1.1591], [3.8749, 1.2594, -2.5329], [3.0087, 0.4555, -3.2943], [1.9274, -0.1566, -2.7268], [1.5711, 0.0119, -1.3948], [2.4905, 0.7254, -0.6409], [5.1737, 4.3146, 3.1377], [4.8864, 5.6462, 3.3519], [4.2410, 8.4881, 1.5987], [5.1994, 8.5022, 3.0788], [3.5177, 7.9955, 3.1311], [5.2041, 6.7721, 0.1994], [5.7765, 4.4497, -0.1875], [5.8304, 1.9892, 2.5684], [4.8219, 2.9348, -0.6398], [4.7471, 1.7231, -2.9611], [3.2054, 0.3101, -4.3454], [1.2886, -0.8236, -3.3000], [2.3013, 0.7876, 0.4240], [5.1835, 3.6257, 3.9712], [4.6724, 5.9913, 4.3522]], "total_energy_ha": -6044.29825, "gap_ev": [4.67, 4.77], "lumo_ha": [-0.0624, -0.0605], "e_above_lowest_kcal_mol": 66.5}

=====

2.
{"formula": "C3H6", "method": "ωB97M-V/def2-TZVPD", "symbols": ["C", "C", "C", "H", "H", "H", "H", "H", "H"], "xyz": [[-0.3937, -0.5963, -1.0766], [0.4737, -0.0813, -0.2024], [-0.0101, 0.5791, 1.1068], [-1.4924, -0.3210, -0.9140], [0.0265, -1.0861, -1.9865], [1.4991, -0.2130, -0.4393], [-0.8275, 1.3022, 0.9203], [-0.3490, -0.2104, 1.7260], [0.7240, 1.1200, 1.7271]], "total_energy_ha": -117.86143, "gap_ev": 10.97, "smiles": "C=CC", "lumo_ha": 0.0487, "e_above_lowest_kcal_mol": 6.6}

=====

3.
{"formula": "C2HClF2", "method": "ωB97M-V/def2-TZVPD", "symbols": ["F", "C", "F", "C", "Cl", "H"], "xyz": [[-1.1650, 1.4072, 0.0649], [-0.3620, 0.4433, -0.3705], [-0.4031, 0.2804, -1.6575], [0.2998, -0.3347, 0.4610], [1.3658, -1.5777, -0.0283], [0.2646, -0.2184, 1.5302]], "total_energy_ha": -736.69942, "gap_ev": 10.60, "smiles": "FC(F)=CCl", "lumo_ha": 0.0327, "e_above_lowest_kcal_mol": 1.0}

=====

4.
{"formula": "C23H33NO2P2ScSi", "method": "ωB97M-V/def2-TZVPD", "symbols": ["C", "C", "C", "C", "C", "C", "C", "C", "C", "C", "C", "C", "C", "H", "H", "H", "H", "H", "H", "H", "N", "Sc", "C", "H", "H", "C", "H", "H", "P", "P", "C", "H", "H", "H", "C", "H", "H", "H", "C", "H", "H", "H", "C", "H", "H", "H", "C", "O", "H", "C", "Si", "C", "C", "O", "H", "H", "H", "H", "H", "H", "H", "H", "H"], "xyz": [[-1.5366, 3.3681, -2.8307], [-1.3402, 2.0433, -2.4097], [-0.0148, 1.5198, -2.4280], [1.0688, 2.2790, -3.0138], [0.7808, 3.6059, -3.4798], [-0.4835, 4.1672, -3.3468], [2.3199, 1.6663, -3.1672], [2.4807, 0.2935, -2.9574], [1.3805, -0.4324, -2.3822], [1.4509, -1.8408, -2.2996], [2.6393, -2.4805, -2.6589], [3.7518, -1.7637, -3.1321], [3.6556, -0.4160, -3.3694], [-2.5537, 3.7893, -2.7947], [1.5954, 4.1979, -3.8994], [-0.7121, 5.2191, -3.6150], [3.1693, 2.2979, -3.4412], [2.7330, -3.5636, -2.6127], [4.6862, -2.2902, -3.3591], [4.4849, 0.1762, -3.7672], [0.3088, 0.2959, -1.8765], [0.1930, 0.3072, 0.4784], [-2.5419, 1.2302, -1.9491], [-2.5710, 0.2241, -2.4132], [-3.5040, 1.7438, -2.1360], [0.2657, -2.6463, -1.8370], [-0.6671, -2.3592, -2.3413], [0.3967, -3.7218, -2.0519], [-2.2642, 1.0364, -0.1075], [0.1151, -2.3207, -0.0398], [1.3830, -3.4653, 0.5627], [1.3311, -3.4425, 1.6522], [1.2198, -4.4925, 0.2107], [2.3832, -3.1390, 0.2663], [-1.4355, -3.1835, 0.2916], [-1.3790, -4.2438, 0.0328], [-1.6533, -3.0764, 1.3557], [-2.2460, -2.7180, -0.2786], [-2.4726, 2.7374, 0.5055], [-3.4454, 3.1610, 0.2455], [-2.3618, 2.6738, 1.5924], [-1.6790, 3.3977, 0.1243], [-3.7115, 0.0987, 0.3703], [-3.6338, -0.0294, 1.4556], [-4.6297, 0.6218, 0.1057], [-3.6911, -0.8920, -0.0993], [2.4316, -0.3836, 0.6607], [3.4410, -0.7216, 1.1576], [1.8357, 1.1995, -0.1010], [1.4178, -0.9106, 4.6657], [-0.0581, 0.0499, 4.0101], [-1.5417, -0.8125, 4.7666], [-0.1119, 1.7325, 4.8208], [0.0175, 0.2275, 2.4458], [1.3590, -0.6901, 5.7495], [2.3528, -0.5352, 4.2177], [1.3320, -1.9907, 4.4828], [-1.2572, -0.6582, 5.8453], [-2.5040, -0.3326, 4.5714], [-1.6218, -1.8783, 4.5497], [0.7623, 2.3265, 4.5389], [-1.0215, 2.2899, 4.5709], [-0.0990, 1.4535, 5.8931]], "total_energy_ha": -2834.31491, "gap_ev": [6.80, 6.80], "total_charge": 1, "lumo_ha": [-0.1557, -0.1557]}

=====

5.
{"formula": "C4H8O2", "method": "ωB97M-V/def2-TZVPD", "symbols": ["C", "O", "C", "C", "C", "O", "H", "H", "H", "H", "H", "H", "H", "H"], "xyz": [[-2.0411, 0.1235, 0.8018], [-0.8029, 0.3516, 0.1827], [0.2418, -0.3588, 0.8059], [1.5078, -0.0691, 0.0168], [1.3317, -0.7580, -1.2819], [1.7220, -0.0349, -2.3110], [-2.7887, 0.7159, 0.2688], [-2.0236, 0.4346, 1.8585], [-2.3282, -0.9391, 0.7589], [0.0309, -1.4414, 0.7759], [0.3493, -0.0534, 1.8565], [2.3474, -0.6128, 0.4761], [1.7373, 1.0024, -0.0282], [1.4997, -0.7162, -2.9563]], "total_energy_ha": -307.56948, "gap_ev": 9.55, "lumo_ha": 0.0402, "e_above_lowest_kcal_mol": 89.7}

=====

6.
{"formula": "C7H6Br3N", "method": "ωB97M-V/def2-TZVPD", "symbols": ["C", "C", "C", "C", "C", "C", "C", "N", "Br", "Br", "Br", "H", "H", "H", "H", "H", "H"], "xyz": [[0.3120, -0.2452, 2.2585], [-0.4914, -1.3872, 1.8646], [0.8185, 0.6495, 1.2834], [-0.5289, -1.8279, 0.5319], [0.7437, 0.2191, -0.0302], [0.0036, -0.8881, -0.3846], [-0.2186, -0.5983, -2.7259], [-0.0413, -1.2861, -1.7264], [-0.3868, 3.7304, 0.2864], [-0.0498, -1.3009, -4.4312], [-0.8829, 1.2585, -2.7360], [0.3445, 0.1858, 3.2719], [-0.9435, -1.7912, 2.6821], [1.3076, 1.6312, 1.4078], [-1.1103, -2.5922, 0.1884], [1.2939, 0.8786, -0.6012], [-0.1703, 3.3639, -1.1395]], "total_energy_ha": -8047.08262, "gap_ev": 8.93, "lumo_ha": 0.0012, "e_above_lowest_kcal_mol": 10.9}